1.
# C78H176AsF6N7OP

C78H176AsF6N7OP as an isolated structure in a non-equilibrium geometry (wB97M-V/def2-TZVPD, OMol25).

Structure (ORCA input):
```
! RIJCOSX wB97M-V def2-TZVPD def2/J DEFGRID3
* xyz 7 1
C -1.55286 0.01646 -29.13990
C -2.91192 0.26635 -28.43687
C -3.19064 -0.81975 -27.42686
C -4.62474 -0.75263 -26.87996
P -5.20763 -2.06188 -25.80084
C -6.80337 -1.40617 -25.17392
C -7.95638 -1.12445 -26.18709
C -8.97781 -0.18230 -25.54671
C -10.12703 0.18857 -26.43986
C -4.05759 -2.12369 -24.32678
C -3.67231 -0.79137 -23.64667
C -2.47284 -1.02763 -22.74080
C -1.10005 -1.14407 -23.47315
C -5.41261 -3.76311 -26.47248
C -6.22737 -4.79634 -25.68461
C -6.58419 -6.04144 -26.45488
C -7.28432 -7.01908 -25.45668
H -1.54545 -1.02097 -29.47425
H -0.89026 0.11943 -28.28056
H -1.15331 0.69996 -29.88909
H -3.65974 0.20512 -29.22752
H -2.96366 1.27570 -28.02865
H -2.38778 -1.06080 -26.73014
H -3.09477 -1.74618 -27.99311
H -5.28909 -0.65792 -27.73890
H -4.64753 0.19642 -26.34435
H -6.61438 -0.58173 -24.48640
H -7.14053 -2.21660 -24.52767
H -8.56884 -2.02163 -26.27690
H -7.62683 -0.68706 -27.12953
H -8.50534 0.78086 -25.35384
H -9.34430 -0.68773 -24.65322
H -10.77234 0.94079 -25.98616
H -10.65961 -0.74954 -26.59609
H -9.75872 0.73721 -27.30671
H -3.12758 -2.48393 -24.76655
H -4.22830 -3.01668 -23.72550
H -4.49139 -0.44839 -23.01456
H -3.50208 -0.03723 -24.41504
H -2.60608 -1.89246 -22.09086
H -2.40527 -0.13091 -22.12483
H -0.88795 -0.20076 -23.97643
H -1.06426 -2.02456 -24.11468
H -0.34633 -1.26947 -22.69580
H -4.41794 -4.19722 -26.57398
H -5.91979 -3.59367 -27.42230
H -7.11905 -4.27567 -25.33544
H -5.59687 -5.09892 -24.84855
H -5.75610 -6.61491 -26.87140
H -7.27592 -5.69365 -27.22212
H -8.17808 -6.61308 -24.98291
H -6.68595 -7.46599 -24.66275
H -7.64364 -7.87590 -26.02663
C 3.87573 5.52464 -29.86785
C 4.27931 6.46705 -28.63638
N 3.25405 6.48649 -27.49486
C 3.82320 7.40810 -26.43331
C 1.84841 7.02895 -27.97739
C 1.78346 8.47002 -28.62537
C 2.98641 5.07215 -26.85637
C 3.93442 4.61323 -25.68485
O 5.23939 4.80637 -26.04948
C 6.25525 4.33542 -25.21550
H 4.64409 5.39877 -30.63066
H 2.95992 5.79134 -30.39536
H 3.64019 4.50848 -29.55155
H 4.45675 7.50150 -28.93054
H 5.19576 6.14009 -28.14513
H 4.16677 8.33825 -26.88594
H 4.78626 7.08039 -26.04187
H 3.14899 7.50518 -25.58235
H 1.20992 7.03139 -27.09397
H 1.45292 6.17933 -28.53401
H 1.99336 9.25086 -27.89439
H 0.78807 8.82473 -28.89276
H 2.40088 8.68009 -29.49874
H 3.02481 4.27264 -27.59624
H 1.92679 5.08195 -26.60102
H 3.68060 3.59305 -25.39689
H 3.84989 5.22948 -24.78976
H 6.27596 4.79625 -24.22792
H 7.22972 4.64145 -25.59608
H 6.12109 3.25478 -25.16745
C -0.32147 -0.09406 -37.08529
C 0.77542 0.03916 -35.98002
C 0.82722 1.24555 -35.00645
C 2.24218 1.37444 -34.21460
N 2.36874 2.55051 -33.23511
C 3.71356 2.56876 -32.42801
C 3.54333 1.57523 -31.30010
C 2.04174 1.48422 -30.92522
C 1.32222 2.30438 -32.06002
C 2.20582 3.93665 -33.94543
H -0.30362 0.70736 -37.82387
H -1.25185 0.07471 -36.54307
H -0.29681 -1.03474 -37.63539
H 1.63914 -0.00206 -36.64364
H 0.63260 -0.84675 -35.36126
H 0.04464 1.06941 -34.26845
H 0.54052 2.17115 -35.50563
H 3.11696 1.58001 -34.83152
H 2.42811 0.55560 -33.51959
H 3.71603 3.54470 -31.94259
H 4.58212 2.29994 -33.02921
H 4.12315 1.98562 -30.47336
H 4.14168 0.69818 -31.54680
H 1.77993 1.96125 -29.98076
H 1.64969 0.46814 -30.88069
H 1.16550 3.29432 -31.63158
H 0.33174 1.92075 -32.30470
H 2.94440 4.01271 -34.74344
H 2.26089 4.76332 -33.23713
H 1.24394 3.98365 -34.45599
C 7.26904 3.14073 -29.22625
C 7.71182 2.44456 -30.48140
C 7.58679 0.88115 -30.40376
C 8.37312 0.21672 -29.19807
N 8.12219 -1.29773 -29.03073
C 9.08460 -1.84895 -27.96662
C 8.34531 -1.70132 -26.61803
C 6.93580 -1.36027 -26.90760
C 6.75579 -1.52955 -28.41168
C 8.38865 -2.12264 -30.30426
H 7.36951 2.73785 -28.21843
H 6.19909 3.34681 -29.25546
H 7.66253 4.15579 -29.17224
H 8.74366 2.76107 -30.63381
H 7.18249 2.80333 -31.36412
H 7.82685 0.38921 -31.34634
H 6.51701 0.69468 -30.30939
H 8.15052 0.69503 -28.24426
H 9.43175 0.35469 -29.41799
H 9.31058 -2.88004 -28.23844
H 10.03494 -1.31622 -28.00057
H 8.39654 -2.68097 -26.14287
H 8.84357 -0.96196 -25.99100
H 6.19729 -1.87732 -26.29493
H 6.77355 -0.30398 -26.69303
H 6.59908 -2.56794 -28.70371
H 5.91393 -1.01478 -28.87470
H 8.22641 -3.19316 -30.17863
H 9.43444 -1.90930 -30.52541
H 7.77865 -1.68441 -31.09416
C 1.12992 -6.34254 -18.21781
C 0.79254 -5.43257 -19.34709
C 2.05185 -5.03216 -20.11424
C 1.74884 -4.14575 -21.40992
N 3.01457 -4.09942 -22.33833
C 3.30900 -5.42755 -23.09803
C 3.86721 -4.95317 -24.48209
C 3.59572 -3.48847 -24.61449
C 2.75215 -3.06436 -23.40222
C 4.25980 -3.69117 -21.50589
H 1.55179 -5.77980 -17.38508
H 1.79371 -7.17326 -18.45737
H 0.13046 -6.66146 -17.92203
H 0.18114 -4.61513 -18.96489
H 0.08198 -5.94974 -19.99187
H 2.52621 -5.96127 -20.43018
H 2.81222 -4.55313 -19.49742
H 1.47127 -3.13076 -21.12560
H 1.01004 -4.57450 -22.08701
H 4.02154 -5.98343 -22.48861
H 2.36612 -5.97290 -23.13887
H 4.93490 -5.12911 -24.35099
H 3.44950 -5.48327 -25.33802
H 4.54975 -2.97069 -24.71367
H 2.92582 -3.27197 -25.44662
H 2.96157 -2.04132 -23.08973
H 1.67277 -3.12558 -23.54108
H 4.61277 -4.48125 -20.84310
H 3.99607 -2.86308 -20.84802
H 5.04589 -3.49057 -22.23385
C 6.40387 -0.77962 -23.39198
C 5.40327 0.40356 -23.22500
C 5.91082 1.67000 -22.55975
C 6.25378 1.24832 -21.13358
N 6.69337 2.49332 -20.25152
C 7.88566 3.21964 -20.85597
C 8.53435 4.02477 -19.71282
C 8.06179 3.36914 -18.43306
C 7.22931 2.15901 -18.85116
C 5.36394 3.31224 -20.08817
H 6.46743 -1.43865 -22.52611
H 7.39099 -0.46046 -23.72639
H 6.18174 -1.48322 -24.19430
H 4.36708 0.14506 -23.00684
H 5.17931 0.69842 -24.25018
H 5.11247 2.41160 -22.53230
H 6.73523 2.11145 -23.11973
H 7.13564 0.61069 -21.19565
H 5.40880 0.77230 -20.63608
H 7.35098 3.77494 -21.62658
H 8.67957 2.55309 -21.19290
H 8.17140 5.04750 -19.81468
H 9.61984 4.08225 -19.79349
H 7.42509 4.04991 -17.86802
H 8.93827 3.13714 -17.82804
H 6.40668 1.79541 -18.23541
H 7.93852 1.34321 -18.99115
H 5.16470 3.81362 -21.03528
H 5.47973 4.00608 -19.25554
H 4.57994 2.59239 -19.85308
C -0.59675 -2.96258 -33.09434
C -1.28760 -2.76101 -31.77750
C -0.54555 -3.52793 -30.63819
C 0.95949 -3.01135 -30.34455
N 1.67531 -3.67408 -29.13104
C 3.14750 -3.14524 -28.91782
C 4.07594 -4.33468 -29.08395
C 3.22706 -5.56129 -28.82183
C 1.82727 -5.15373 -29.39135
C 0.79211 -3.52124 -27.87607
H -1.09649 -2.61774 -33.99957
H -0.47632 -4.04574 -33.11356
H 0.43811 -2.65267 -33.23970
H -2.26767 -3.23638 -31.81729
H -1.43034 -1.70386 -31.55356
H -0.41079 -4.59415 -30.82017
H -1.18363 -3.63600 -29.76111
H 0.91712 -1.95201 -30.09139
H 1.65663 -3.07182 -31.18028
H 3.35668 -2.64389 -27.97284
H 3.27953 -2.37276 -29.67542
H 4.96111 -4.31148 -28.44831
H 4.64851 -4.57975 -29.97850
H 3.10505 -5.69166 -27.74655
H 3.52487 -6.47385 -29.33820
H 0.91318 -5.72153 -29.21772
H 1.93038 -5.24040 -30.47300
H 1.24839 -4.00481 -27.01232
H -0.14405 -4.07535 -27.94436
H 0.76391 -2.46652 -27.60243
C -1.79974 2.45114 -25.07262
C -1.15143 3.76751 -25.70895
C -1.75404 5.08962 -25.25974
C -3.26612 5.15838 -25.71833
N -3.81598 6.67411 -25.70836
C -3.38546 7.55516 -26.87882
C -4.34320 7.22943 -27.95946
C -5.58490 7.20322 -27.32784
C -5.29192 6.73089 -25.92083
C -3.45037 7.26119 -24.29863
H -2.82939 2.38011 -25.42316
H -1.78422 2.52708 -23.98538
H -1.31255 1.53274 -25.40018
H -1.20162 3.64412 -26.79078
H -0.08238 3.86214 -25.51851
H -1.15560 5.84394 -25.77060
H -1.79511 5.14036 -24.17170
H -3.99326 4.59276 -25.13572
H -3.23506 4.86997 -26.76902
H -3.70992 8.55081 -26.57629
H -2.34150 7.55428 -27.19224
H -4.28012 8.06329 -28.65860
H -4.01697 6.32238 -28.46831
H -5.99595 8.21274 -27.32326
H -6.32505 6.54587 -27.78411
H -5.81417 7.44648 -25.28578
H -5.77876 5.77797 -25.71337
H -2.37249 7.36456 -24.17376
H -3.87923 6.69350 -23.47285
H -3.90128 8.25178 -24.35800
As 2.53916 0.53367 -26.39076
F 3.99308 1.55276 -26.71816
F 3.55464 -0.88010 -25.85773
F 1.07470 -0.46729 -26.00833
F 1.51883 1.91611 -26.93343
F 2.57363 -0.08056 -28.06747
F 2.56955 1.21532 -24.72962
*
```

Output
total energy: -182579.01266 eV
Kohn-Sham gap: 8.971 eV
strongest force on any atom: 5.2 eV/Å
HOMO: -20.7 eV

=====

2.
# C14H33ClIN3OP3Sc

C14H33ClIN3OP3Sc as an isolated structure in a non-equilibrium geometry (wB97M-V/def2-TZVPD, OMol25).

Structure (ORCA input):
```
! RIJCOSX wB97M-V def2-TZVPD def2/J DEFGRID3
* xyz 2 1
C 0.00730 1.09922 -6.56666
C 0.01186 1.68709 -5.27450
H 0.01063 1.87607 -7.36853
H -0.88437 0.44819 -6.65599
H 0.89135 0.43819 -6.65781
O 0.01790 2.28163 -4.27099
I -0.01891 -1.85204 -3.93793
Sc -0.00773 -0.84256 -1.48929
P 2.45187 0.22959 -1.26608
C 3.27921 1.51154 -0.23151
C 3.31938 -1.27556 -0.62758
H 4.35616 -1.23807 -0.98620
H 4.45618 0.30418 -2.62743
H 2.82873 -2.18587 -0.99327
H 3.01033 -0.13438 -3.60223
H 2.94402 1.46469 0.81155
H 3.30704 -1.29681 0.46961
C 3.39026 0.51043 -2.80116
H 4.37627 1.41313 -0.25315
H 3.26790 1.55659 -3.10346
H 3.01397 2.49848 -0.63231
P -2.45092 0.26544 -1.26271
C -3.25857 1.55878 -0.22704
C -3.38690 0.56018 -2.79671
H -2.86180 -2.14454 -0.99019
H -4.37561 -1.17508 -0.98164
H -3.32617 -1.24905 0.47323
C -3.33909 -1.22732 -0.62394
H -3.01750 -0.09016 -3.59831
H -4.45564 0.36978 -2.62180
H -4.35710 1.47802 -0.24970
H -2.97733 2.54189 -0.62635
H -3.24938 1.60445 -3.09912
H -2.92497 1.50524 0.81628
Cl -0.02255 -3.06267 -0.63132
C 1.20655 -1.21240 4.27364
N 1.23492 0.22542 3.94425
C 0.00642 0.87515 4.47484
N -1.22630 0.24208 3.94743
C -1.21641 -1.19932 4.27362
N -0.01434 -1.88368 3.76109
C -0.01106 -1.95175 2.31109
P -0.00079 -0.26009 1.48482
C 1.39672 0.45563 2.50491
C -1.38866 0.47238 2.50651
H 1.21666 -1.34390 5.36629
H 2.08616 -1.68765 3.81400
H 0.01248 1.93659 4.17751
H 0.00728 0.76518 5.56962
H -2.10168 -1.66150 3.81632
H -1.22904 -1.32885 5.36610
H 0.87628 -2.49787 1.96955
H -0.90398 -2.48646 1.97156
H 1.43926 1.53753 2.31365
H 2.33291 -0.00443 2.15976
H -2.33107 0.02396 2.16118
H -1.41813 1.55529 2.31646
*
```

Output
total energy: -90748.93139 eV
Kohn-Sham gap: 5.051 eV
strongest force on any atom: 6.0 eV/Å
HOMO: -13.0 eV

=====

3.
# C15H30CuNO5

C15H30CuNO5 as an isolated structure in a non-equilibrium geometry (wB97M-V/def2-TZVPD, OMol25).

Structure (ORCA input):
```
! RIJCOSX wB97M-V def2-TZVPD def2/J DEFGRID3
* xyz 0 1
Cu 0.80699 -0.09664 0.75896
C 3.68025 1.73541 0.68085
C 3.58389 0.86540 1.95268
O 2.68216 -0.17375 1.87241
H 3.44521 1.22407 -0.25187
H 4.70327 2.11715 0.63364
H 2.96487 2.55182 0.82424
H 3.42788 1.48759 2.84928
H 4.60843 0.49004 2.12649
C -1.01730 -6.18066 0.97489
C 0.24525 -5.38604 1.04781
C 0.98361 -5.55743 -0.27941
O 1.09571 -4.23521 -0.82685
C 0.53765 -3.36335 0.00293
O 0.44692 -2.17957 -0.13913
O -0.02464 -3.98524 1.05806
H -1.52004 -6.12634 1.94617
H -0.69255 -7.22335 0.92988
H -1.71824 -5.85299 0.21348
H 0.93157 -5.61930 1.86054
H 0.47928 -6.18410 -1.01525
H 1.93860 -6.06996 -0.14746
C -1.31438 1.58916 2.12884
C -1.46479 2.03516 0.66086
C -0.53937 3.31549 0.57072
C -0.09751 3.75442 -0.84309
C 0.29653 2.56124 -1.67790
C -0.63862 1.30134 -1.65052
N -0.97460 0.99252 -0.23747
O -1.69306 -0.20595 -0.07216
C -1.81785 1.68220 -2.54222
C 0.22649 0.18452 -2.28231
C -2.92357 2.40649 0.37348
H -1.93455 0.73013 2.38807
H -1.57996 2.40456 2.80292
H -0.28370 1.31691 2.37632
H -1.02588 4.14577 1.08473
H 0.34325 3.08745 1.17168
H 0.76706 4.39261 -0.66554
H -0.92841 4.29212 -1.30433
H 1.31891 2.28369 -1.40841
H 0.36553 2.87683 -2.72239
H -2.65332 0.99689 -2.37151
H -2.11639 2.70899 -2.34451
H -1.52085 1.58479 -3.58460
H 0.27980 0.35685 -3.35534
H 1.20625 0.03350 -1.83188
H -0.31614 -0.75035 -2.11939
H -2.96292 3.24623 -0.32716
H -3.43825 2.84713 1.23101
H -3.61864 1.65615 -0.00660
H -2.54987 -0.06442 -0.51362
*
```

Output
total energy: -72406.13893 eV
Kohn-Sham gap: 7.112 eV
strongest force on any atom: 2.3 eV/Å
HOMO: -6.6 eV

=====

4.
# C54H50N6O4SSn

C54H50N6O4SSn as an isolated structure (wB97M-V/def2-TZVPD, OMol25).

Structure (ORCA input):
```
! RIJCOSX wB97M-V def2-TZVPD def2/J DEFGRID3
* xyz 0 1
Sn -0.16933 0.08949 0.47028
C -2.64837 -9.68256 0.43886
O -2.79779 -8.62781 1.36867
C -2.36722 -7.39263 0.98915
C -1.76927 -7.11218 -0.23293
C -1.36929 -5.80808 -0.51216
C -1.55241 -4.78107 0.39988
C -2.15582 -5.08539 1.62204
C -2.55833 -6.37172 1.91877
C -1.13818 -3.38210 0.08865
C 0.22604 -3.10403 0.01138
C 1.27015 -4.08386 0.19100
C 2.44814 -3.44254 0.01334
C 2.13541 -2.06209 -0.26751
N 0.78496 -1.88673 -0.26014
C 3.08945 -1.06868 -0.51691
C 2.79229 0.25563 -0.84801
C 3.77957 1.23923 -1.23108
C 3.11366 2.38955 -1.47595
C 1.71237 2.12176 -1.24874
C 0.69860 3.06434 -1.41457
C 1.09929 4.45535 -1.78544
C 1.23308 5.44825 -0.81481
C 1.59844 6.73636 -1.15197
C 1.84141 7.06391 -2.48455
O 2.19442 8.35742 -2.72284
C 2.43391 8.72834 -4.06661
C 1.71467 6.09059 -3.46792
C 1.34388 4.79853 -3.10550
C -0.67282 2.79050 -1.32742
N -1.22332 1.58956 -1.01227
C -2.57562 1.74940 -1.05336
C -3.52369 0.75139 -0.82124
C -4.96544 1.12492 -0.91894
C -5.77847 1.14936 0.21530
C -7.11451 1.48566 0.12923
C -7.67255 1.80658 -1.10664
O -8.99585 2.12913 -1.09403
C -9.60366 2.42885 -2.33508
C -6.88249 1.78553 -2.24908
C -5.53737 1.44360 -2.14084
C -3.23340 -0.59208 -0.55454
C -4.22690 -1.63764 -0.47784
C -3.56341 -2.78972 -0.22779
C -2.16168 -2.45415 -0.14826
N -1.99450 -1.12432 -0.37005
C -2.89243 3.11566 -1.40384
C -1.71445 3.75492 -1.58845
N 1.55097 0.81745 -0.87947
C 4.52977 -1.46356 -0.50401
C 5.06299 -2.23983 -1.52170
C 6.40494 -2.60883 -1.53345
C 7.23662 -2.18891 -0.50222
O 8.56159 -2.48985 -0.41227
C 9.11808 -3.28439 -1.44220
C 6.71897 -1.40651 0.52781
C 5.38419 -1.05288 0.51995
H -3.06609 -10.56610 0.91300
H -1.59479 -9.86093 0.20692
H -3.19123 -9.47642 -0.48730
H -1.61337 -7.88303 -0.97294
H -0.90991 -5.58876 -1.46875
H -2.30649 -4.29378 2.34656
H -3.02320 -6.60924 2.86625
H 1.11645 -5.12599 0.41710
H 3.44060 -3.85971 0.06429
H 4.83784 1.05543 -1.32085
H 3.52094 3.33250 -1.80280
H 1.04435 5.20182 0.22359
H 1.70198 7.50663 -0.39938
H 2.68705 9.78450 -4.04980
H 1.54446 8.57847 -4.68416
H 3.26808 8.16346 -4.49127
H 1.89653 6.31656 -4.50816
H 1.24356 4.04250 -3.87526
H -5.34736 0.90033 1.17757
H -7.74523 1.50880 1.00781
H -10.64956 2.62835 -2.12034
H -9.52911 1.58642 -3.02768
H -9.15357 3.31333 -2.79409
H -7.28933 2.02557 -3.22015
H -4.92221 1.42174 -3.03241
H -5.28543 -1.50511 -0.62943
H -3.97536 -3.78117 -0.13518
H -3.88542 3.52040 -1.50761
H -1.55762 4.78110 -1.87948
H 4.41858 -2.56498 -2.32984
H 6.77935 -3.21220 -2.34707
H 10.16744 -3.41320 -1.19338
H 9.03433 -2.78960 -2.41332
H 8.63418 -4.26336 -1.49130
H 7.38002 -1.08837 1.32293
H 4.99389 -0.44094 1.32564
C 1.55133 2.23796 3.83603
C 2.63850 1.34640 3.23093
N 2.15136 0.06425 2.75618
C 1.94741 -0.99817 3.72060
C 0.80044 -0.82888 4.71831
S -0.86792 -0.51973 4.07032
C -1.19694 1.18088 4.60656
C -0.92631 2.32058 3.62351
N 0.37452 2.28224 3.00017
H 1.26545 1.86015 4.81591
H 1.99338 3.22718 4.02757
H 3.05945 1.86114 2.36180
H 3.45564 1.24909 3.96712
H 2.75944 -0.27639 2.02303
H 1.77438 -1.91278 3.14666
H 2.84793 -1.18100 4.33595
H 0.74636 -1.76166 5.28377
H 1.02151 -0.05677 5.45459
H -2.25971 1.20927 4.85338
H -0.67553 1.33436 5.55312
H -1.66732 2.27480 2.82089
H -1.12454 3.25256 4.18345
H 0.44754 2.95239 2.24871
*
```

Output
total energy: -90606.35039 eV
Kohn-Sham gap: 5.394 eV
strongest force on any atom: 0.3 eV/Å
HOMO: -6.2 eV